1.
Formula: C5H11Br6N3O6
Source: OMol25
Level of theory: ωB97M-V with the def2-TZVPD basis set

Computed properties:
Multiplicity ... 1
Total charge ... 0
HOMO energy ... -10.29 eV
Relative energy (zero: lowest compared OMol25 entry of this formula, charge and spin) ... 0.652 eV
HOMO-LUMO gap ... 0.3599 Ha

```
31
Properties=species:S:1:pos:R:3:forces:R:3:lowdin_charge:R:1
C -15.3537 11.5833 -8.9629 -0.47 -0.35 -0.16 -1.708
Br -16.8217 11.3719 -10.2046 0.13 -0.06 -0.03 0.562
Br -15.9932 12.2284 -7.2993 -0.17 0.22 0.60 0.587
Br -13.9731 12.6592 -9.6613 0.50 0.40 -0.31 0.610
H -14.9395 10.6088 -8.7756 0.01 -0.21 -0.08 -0.099
C -13.7690 5.9912 -7.8038 0.32 -0.15 0.16 -1.656
Br -14.1663 7.8414 -8.2390 0.15 -0.71 0.15 0.616
Br -11.9016 5.5824 -7.6741 0.58 0.06 -0.65 0.647
Br -14.7870 4.6832 -8.7316 -0.10 -0.02 -0.77 0.636
H -13.9999 5.7339 -6.8087 -0.88 0.77 1.05 -0.130
C -14.7893 2.9758 -4.3877 0.38 -0.56 -1.36 0.059
N -15.5331 4.2325 -4.4520 0.05 -0.44 -0.71 -0.428
O -15.4457 4.8287 -5.5104 -0.33 0.35 0.27 0.000
O -16.2123 4.5448 -3.5095 -0.34 0.39 0.37 0.090
H -15.3668 2.2219 -4.9356 0.03 0.32 -0.03 0.117
H -14.7074 2.6470 -3.3894 0.32 -0.08 1.11 0.086
H -13.8503 3.1476 -4.9250 -0.16 -0.19 0.40 0.114
C -15.5159 7.5409 -3.8132 0.03 -0.06 0.37 0.048
N -14.1048 7.7316 -4.2322 -2.04 1.79 0.93 -0.431
O -13.7482 8.8927 -4.3616 0.59 -0.72 -0.29 0.067
O -13.4622 6.7387 -4.3537 1.61 -1.26 -0.51 0.059
H -15.9880 6.8940 -4.5107 -0.37 -0.15 -1.07 0.061
H -15.9655 8.5161 -3.7417 -0.21 0.06 0.21 0.100
H -15.5473 6.9161 -2.9237 0.29 0.52 0.38 0.098
C -10.7267 8.1614 -5.4690 0.13 -2.25 0.26 0.008
N -9.3276 7.6458 -5.6378 -1.84 -0.47 -0.77 -0.470
O -8.6808 8.2400 -6.4493 1.50 0.61 -0.58 0.068
O -9.0279 6.6164 -5.0815 0.53 -0.18 0.50 0.057
H -10.6206 8.9163 -4.7566 -0.18 1.66 0.80 0.077
H -11.2584 7.3269 -4.9740 -0.03 0.66 -0.69 0.067
H -11.0837 8.4550 -6.4575 -0.04 0.06 0.47 0.086
```
Forces are in eV/Å.

=====

2.
Formula: C45H39NO35P2
Source: OMol25
Level of theory: ωB97M-V with the def2-TZVPD basis set

Computed properties:
Multiplicity ... 1
Total charge ... 0
HOMO energy ... -9.30 eV
HOMO-LUMO gap ... 0.2796 Ha
SMILES string ... CNCO[P@@](=O)(O)OCP(=O)(O)O.O=C1C=C(O)C(=O)C=C1O.O=C1C=C(O)C(=O)C=C1O.O=C1C=C(O)C(=O)C=C1O.O=C1C=C(O)C(=O)C=C1O.O=C1C=C(O)C(=O)C=C1O.O=C1C=C(O)C(=O)C=C1O.O=C1C=C(O)C(=O)C=C1O

```
122
Properties=species:S:1:pos:R:3:forces:R:3:lowdin_charge:R:1
C -3.7066 -1.6633 2.6633 -0.80 -0.41 -0.72 -0.115
N -2.8604 -2.6179 1.9136 0.51 0.63 1.17 -0.070
C -1.6230 -2.9676 2.6717 -0.68 -0.45 -1.76 -0.233
O -1.0822 -1.8555 3.4016 -0.83 -1.84 0.91 -0.140
P -0.7538 -2.1291 4.9578 2.20 2.19 0.14 0.405
O 0.4055 -1.3221 5.3049 0.56 0.54 0.02 -0.216
O -2.0151 -1.5925 5.8150 -0.38 -1.41 -0.84 -0.111
O -0.3751 -3.6635 5.2851 -2.02 0.91 0.10 -0.191
C -1.1313 -4.2501 6.3798 0.28 -0.84 -0.73 -0.210
P -2.6012 -5.1698 5.7689 -0.43 -1.14 1.52 0.439
O -3.2255 -5.8847 6.8685 -0.12 -0.19 1.14 -0.265
O -3.7248 -4.2230 5.0902 1.32 0.07 -0.92 -0.132
O -2.0220 -6.2489 4.7044 -0.82 1.92 -0.58 -0.105
H -3.5872 -0.6583 2.2433 0.13 -0.09 0.49 0.079
H -3.5819 -1.6931 3.7547 0.10 0.13 -0.29 0.051
H -4.7543 -1.9430 2.4811 0.26 0.22 0.04 0.078
H -3.3870 -3.4814 1.8315 0.15 0.05 -0.08 0.101
H -1.8878 -3.8403 3.2840 0.60 0.40 0.36 0.087
H -0.8669 -3.2429 1.9260 -0.12 -0.06 0.34 0.116
H -2.4588 -0.9081 5.2847 0.09 0.05 0.34 0.080
H -0.4756 -5.0157 6.8186 -0.25 0.12 -0.20 0.122
H -1.3643 -3.5488 7.1900 -0.17 -0.04 -0.38 0.114
H -3.9702 -3.4922 5.6797 0.02 -0.20 -0.05 0.091
H -2.7211 -6.3937 4.0430 0.35 -0.36 -0.02 0.091
O -6.2594 0.1644 2.0409 0.00 0.41 0.09 0.089
C -6.6062 0.5214 0.9281 -0.09 -0.62 -0.23 -0.308
C -6.9824 -0.4181 -0.1177 0.06 0.05 0.29 0.072
C -7.3388 0.0232 -1.3290 0.04 -0.63 0.14 -0.244
O -7.6886 -0.8140 -2.3056 0.00 0.55 -0.15 0.114
C -7.3616 1.4847 -1.6555 0.13 0.60 0.20 -0.316
O -7.6743 1.8309 -2.7786 -0.04 -0.33 -0.11 0.111
C -7.0084 2.4287 -0.6001 -0.08 -0.10 -0.22 0.081
C -6.6553 1.9850 0.6122 0.00 0.58 -0.11 -0.232
O -6.3270 2.8170 1.6029 0.02 -0.52 0.09 0.113
H -6.9588 -1.4706 0.1276 0.00 0.00 -0.04 0.136
H -7.8985 -0.2496 -3.0750 0.00 -0.07 -0.01 0.122
H -7.0450 3.4817 -0.8413 0.02 0.00 0.02 0.137
H -6.1121 2.2480 2.3668 0.01 0.08 0.01 0.120
O 1.7631 4.5312 9.2103 -0.30 0.13 0.24 0.106
C 1.0737 3.7905 8.5328 0.57 -0.27 -0.42 -0.313
C 1.6133 2.9356 7.4870 -0.05 0.14 0.35 0.063
C 0.8032 2.1530 6.7621 0.72 -0.12 -0.25 -0.224
O 1.2780 1.3587 5.8011 -0.71 0.46 0.20 0.096
C -0.6771 2.1341 6.9980 -0.24 0.23 0.33 -0.305
O -1.3722 1.4234 6.2997 -0.06 -0.20 -0.31 0.100
C -1.2168 2.9719 8.0634 -0.05 -0.20 -0.21 0.073
C -0.4030 3.7484 8.7867 -0.57 0.03 0.14 -0.237
O -0.8562 4.5280 9.7700 0.49 0.01 -0.09 0.109
H 2.6802 2.9624 7.3270 -0.02 0.00 -0.03 0.127
H 0.5105 0.8845 5.4205 0.27 -0.46 0.06 0.088
H -2.2835 2.9354 8.2349 0.01 0.02 0.01 0.133
H -0.0693 4.9834 10.1282 -0.04 0.01 0.01 0.120
O -3.9690 0.0734 -2.1662 -0.19 0.13 -0.40 0.111
C -3.0145 -0.6573 -2.3557 0.16 -0.15 0.58 -0.302
C -2.2987 -1.3019 -1.2668 -0.26 0.26 0.07 0.078
C -1.2440 -2.0813 -1.5145 -0.09 0.00 0.64 -0.221
O -0.5692 -2.6826 -0.5259 0.20 -0.11 -0.66 0.101
C -0.7580 -2.3215 -2.9112 -0.13 0.16 -0.67 -0.285
O 0.2211 -3.0280 -3.0772 0.06 -0.18 0.58 0.095
C -1.4893 -1.6966 -4.0081 0.14 -0.15 0.13 0.086
C -2.5492 -0.9158 -3.7557 0.03 -0.12 -0.46 -0.203
O -3.2428 -0.3275 -4.7341 0.32 -1.14 2.15 0.075
H -2.6533 -1.1223 -0.2610 0.04 -0.10 0.03 0.115
H 0.1461 -3.1823 -0.9647 0.02 0.03 0.07 0.122
H -1.1402 -1.8907 -5.0113 0.02 0.00 0.01 0.114
H -3.9492 0.1768 -4.2877 0.00 0.09 -0.18 0.125
O 3.1103 4.6913 5.4646 0.26 0.32 0.06 0.100
C 3.8847 4.2421 4.6388 -0.41 -0.49 -0.28 -0.306
C 3.5539 3.1234 3.7665 -0.09 0.22 0.19 0.081
C 4.4544 2.6635 2.8886 -0.57 -0.34 -0.02 -0.229
O 4.1894 1.6426 2.0728 0.54 0.33 0.00 0.117
C 5.8189 3.2720 2.7736 0.30 0.41 0.22 -0.313
O 6.5996 2.8011 1.9703 -0.06 -0.20 -0.18 0.108
C 6.1423 4.4066 3.6312 0.07 -0.18 -0.19 0.076
C 5.2408 4.8673 4.5056 0.52 0.28 0.00 -0.235
O 5.4957 5.9038 5.3062 -0.47 -0.23 0.03 0.112
H 2.5673 2.6917 3.8622 0.03 -0.05 0.03 0.127
H 5.0000 1.5007 1.5423 -0.06 -0.17 -0.01 0.099
H 7.1238 4.8473 3.5267 -0.01 0.01 0.02 0.135
H 4.6863 6.0324 5.8384 0.06 0.03 0.03 0.121
O 6.6344 -0.2319 0.5862 0.00 -0.15 0.33 0.102
C 7.7136 -0.2263 0.0244 -0.15 0.41 -0.51 -0.309
C 7.9443 0.4505 -1.2453 -0.18 -0.09 0.23 0.079
C 9.1503 0.4073 -1.8229 -0.43 0.31 -0.28 -0.236
O 9.4013 1.0154 -2.9828 0.39 -0.27 0.24 0.114
C 10.2949 -0.3309 -1.1977 0.22 -0.34 0.50 -0.315
O 11.3649 -0.3529 -1.7753 -0.12 0.20 -0.26 0.112
C 10.0699 -0.9881 0.0843 0.14 0.07 -0.22 0.076
C 8.8647 -0.9417 0.6633 0.42 -0.29 0.30 -0.234
O 8.6201 -1.5280 1.8361 -0.40 0.25 -0.25 0.115
H 7.1108 0.9778 -1.6874 0.02 0.01 -0.01 0.137
H 10.3400 0.8305 -3.1808 -0.04 0.03 -0.05 0.121
H 10.9072 -1.5027 0.5342 -0.02 -0.01 0.01 0.136
H 7.6799 -1.3488 2.0314 0.04 -0.04 0.06 0.122
O 0.9168 -2.4761 -5.7758 0.03 -0.08 -0.07 0.098
C 2.0311 -2.4178 -6.2574 -0.07 0.35 -0.52 -0.298
C 2.3387 -1.6980 -7.4871 -0.19 -0.07 0.21 0.078
C 3.5876 -1.6924 -7.9681 -0.41 0.30 -0.29 -0.237
O 3.9116 -1.0455 -9.0878 0.38 -0.26 0.25 0.113
C 4.7012 -2.4177 -7.2730 0.18 -0.38 0.55 -0.318
O 5.8134 -2.3937 -7.7654 -0.09 0.22 -0.29 0.108
C 4.3960 -3.1164 -6.0308 0.18 0.11 -0.25 0.075
C 3.1470 -3.1191 -5.5473 0.43 -0.40 0.47 -0.231
O 2.8258 -3.7413 -4.4135 -0.42 0.31 -0.43 0.113
H 1.5269 -1.1815 -7.9803 0.02 0.00 -0.03 0.135
H 4.8681 -1.1999 -9.2149 -0.03 0.03 -0.05 0.121
H 5.2103 -3.6203 -5.5295 -0.02 -0.01 0.01 0.135
H 1.8640 -3.5918 -4.2816 0.01 -0.01 0.21 0.088
O -6.7727 3.5913 -8.2292 -0.06 0.06 -0.35 0.111
C -5.8174 2.8575 -8.3960 0.07 -0.13 0.63 -0.316
C -5.1088 2.2121 -7.2974 -0.18 0.14 -0.11 0.079
C -4.0524 1.4270 -7.5441 -0.03 0.09 0.50 -0.214
O -3.3795 0.8165 -6.5654 -0.32 1.15 -2.14 0.072
C -3.5619 1.1870 -8.9403 -0.11 0.12 -0.63 -0.312
O -2.5863 0.4794 -9.1059 0.04 -0.07 0.35 0.112
C -4.2848 1.8136 -10.0404 0.20 -0.16 0.10 0.075
C -5.3424 2.5952 -9.7933 0.16 -0.09 -0.56 -0.238
O -6.0309 3.1842 -10.7718 -0.15 0.08 0.49 0.112
H -5.4719 2.3957 -6.2954 0.01 0.01 0.00 0.135
H -2.6686 0.3164 -7.0106 0.02 -0.08 0.17 0.127
H -3.9321 1.6192 -11.0435 -0.02 0.02 0.00 0.136
H -6.7394 3.6906 -10.3288 0.01 0.01 -0.07 0.121
```
Forces are in eV/Å.

=====

3.
Formula: C2HCl3OS
Source: OMol25
Level of theory: ωB97M-V with the def2-TZVPD basis set

Computed properties:
Multiplicity ... 1
Total charge ... 0
HOMO energy (spin up / spin down) ... -10.14 / -9.09 eV
Relative energy (zero: lowest compared OMol25 entry of this formula, charge and spin) ... 2.760 eV
HOMO-LUMO gap (spin up / spin down) ... 0.3086 / 0.1927 Ha

```
8
Properties=species:S:1:pos:R:3:forces:R:3:lowdin_charge:R:1
C 0.2363 0.7247 -0.0344 0.08 -1.69 0.35 -0.684
C 0.4610 -0.5811 0.0842 -0.40 -1.35 0.46 -0.975
O 0.1066 -3.0775 0.8769 0.18 -0.81 -0.09 -0.581
S -0.3667 -1.7445 1.2566 0.10 1.66 -0.43 0.887
Cl -0.9430 1.5187 0.8724 -0.41 0.54 0.33 0.631
Cl -1.8632 3.3536 -1.3519 0.03 -0.07 0.07 -0.003
Cl 1.5537 -1.4209 -0.9585 -0.03 0.46 0.14 0.672
H 0.8153 1.2271 -0.7453 0.44 1.25 -0.83 0.052
```
Forces are in eV/Å.

=====

The following total energy values (in Eh) correspond, in order, to the records above: -16256.5782; -5109.1796; -1930.6834.
The following F_max values (in eV/A) correspond, in order, to the records above: 2.87; 3.11; 1.72.
The following molecular weight values (in g/mol) correspond, in order, to the records above: 688.58; 1215.73; 179.46.